6 unconnected molecules or ions with the total composition C18H48O18S6, computed with ωB97M-V/def2-TZVPD.

Geometry as XYZ:
```
90
Properties=species:S:1:pos:R:3:lowdin_charge:R:1
O 6.7662 4.7260 1.3060 -0.29
S 6.0068 4.8534 2.5354 0.68
O 5.7259 6.1607 3.1773 -0.31
O 4.5333 4.1579 2.3355 -0.28
C 4.2722 3.3154 1.2593 -0.28
C 2.9112 2.6753 1.6966 -0.05
C 6.6551 3.7465 3.8630 -0.09
H 5.1007 2.6072 1.2647 0.11
H 4.2120 3.6602 0.2270 0.12
H 2.5568 2.1740 0.7959 0.07
H 2.1693 3.4576 1.8569 0.07
H 2.9415 2.0590 2.5951 0.08
H 6.9562 2.9123 3.2294 0.06
H 5.8876 3.4378 4.5728 0.08
H 7.5512 4.1220 4.3570 0.04
O 8.8192 3.3224 7.1200 -0.31
S 9.3193 4.6251 7.5790 0.72
O 8.5888 5.3770 8.5800 -0.29
O 10.9085 4.5215 8.1758 -0.26
C 11.8095 3.7716 7.4623 -0.36
C 12.7150 4.6850 6.7401 -0.08
C 9.7571 5.7926 6.1789 -0.10
H 11.3837 3.0786 6.7367 0.12
H 12.3758 3.1901 8.1898 0.13
H 13.6922 4.3380 7.0759 0.08
H 12.6096 5.7080 7.1012 0.09
H 12.5881 4.6264 5.6591 0.06
H 10.2933 5.2223 5.4204 0.03
H 10.3832 6.5821 6.5947 0.07
H 8.9269 6.2805 5.6681 0.05
O 12.2472 2.3650 -3.7047 -0.29
S 13.1371 3.5057 -3.6487 0.71
O 12.7288 4.6444 -4.4870 -0.32
O 13.3240 4.0740 -2.0418 -0.29
C 13.8282 5.3888 -1.8880 -0.29
C 13.8521 5.8770 -0.4254 -0.05
C 14.8993 3.0329 -4.1889 -0.09
H 13.2246 5.9686 -2.5863 0.11
H 14.8470 5.3955 -2.2756 0.11
H 14.0498 6.9478 -0.3766 0.08
H 14.4941 5.3268 0.2625 0.08
H 12.7948 5.7696 -0.1829 0.05
H 15.0040 2.5967 -5.1823 0.07
H 15.2278 2.1832 -3.5903 0.06
H 15.5521 3.9003 -4.0908 0.06
O 9.8960 9.9394 2.8289 -0.29
S 8.8361 9.5773 3.7561 0.70
O 8.8166 8.2430 4.2970 -0.30
O 8.5512 10.7347 5.0022 -0.25
C 8.8675 12.0900 4.6609 -0.30
C 7.6251 12.8714 4.9953 -0.08
C 7.1945 9.6235 2.9318 -0.07
H 9.1369 12.1464 3.6062 0.11
H 9.6318 12.6064 5.2416 0.12
H 7.6119 13.8450 4.5054 0.08
H 7.7203 13.0968 6.0574 0.08
H 6.7336 12.3118 4.7120 0.08
H 7.2172 9.2851 1.8959 0.06
H 6.8470 10.6449 3.0869 0.05
H 6.5073 9.0038 3.5078 0.07
O 9.5549 7.0433 1.5283 -0.25
S 10.1748 5.9239 2.1938 0.65
O 9.3746 5.0902 3.1109 -0.31
O 10.9722 4.8912 1.1498 -0.28
C 11.2920 3.5430 1.4068 -0.28
C 12.6539 2.9121 0.9860 -0.05
C 11.5605 6.4876 3.0523 -0.11
H 10.5418 2.8772 0.9801 0.12
H 11.3862 3.2948 2.4640 0.11
H 12.4924 2.8425 -0.0897 0.06
H 12.6408 1.8672 1.2960 0.08
H 13.4680 3.4981 1.4127 0.07
H 12.0006 7.0891 2.2569 0.08
H 12.1179 5.6261 3.4198 0.07
H 11.1063 7.1751 3.7659 0.06
O 6.1551 5.3789 -2.0745 -0.28
S 7.4694 5.8546 -2.3759 0.66
O 7.8331 6.1050 -3.7678 -0.30
O 7.7809 7.1674 -1.3851 -0.26
C 8.8673 8.0239 -1.6336 -0.28
C 8.6831 9.2216 -0.6850 -0.07
C 8.7198 4.7643 -1.6359 -0.10
H 8.9970 8.5257 -2.5924 0.12
H 9.7746 7.5239 -1.2947 0.10
H 9.5375 9.8908 -0.7869 0.08
H 8.7165 9.0650 0.3931 0.02
H 7.7948 9.8264 -0.8672 0.08
H 9.6450 5.3400 -1.6633 0.06
H 8.7121 3.7669 -2.0754 0.08
H 8.4032 4.5771 -0.6098 0.04
```

Computed properties:
Charge ... 0
HOMO energy ... -10.725 eV
Energy above the lowest of the compared OMol25 structures with the same formula, charge and spin ... 122.2 kcal per mole
Electronic energy ... -121303.5171 eV
Strongest force on any atom ... 4.361 eV Å⁻¹


6 unconnected molecules or ions with the total composition C18H48O6, computed with ωB97M-V/def2-TZVPD.

Geometry as XYZ:
```
72
Properties=species:S:1:pos:R:3:lowdin_charge:R:1
C 3.1047 -4.1147 -0.2076 -0.06
C 4.3568 -4.1268 0.6557 -0.50
C 4.6374 -2.7749 1.2851 -0.06
O 4.1793 -5.0390 1.7466 -0.06
H 2.2385 -3.9659 0.4341 0.07
H 3.0137 -5.0843 -0.7091 0.08
H 3.1618 -3.3710 -1.0025 0.08
H 5.2195 -4.4507 0.0619 0.13
H 4.7340 -2.0015 0.5186 0.08
H 5.5410 -2.7889 1.8891 0.08
H 3.7797 -2.4862 1.8991 0.08
H 4.2202 -5.9397 1.4132 0.09
C 1.5956 5.4017 3.4900 -0.06
C 0.7982 5.7686 2.2342 -0.49
C 0.4277 4.5345 1.4347 -0.06
O -0.3837 6.4946 2.5917 -0.05
H 1.6777 6.2906 4.1189 0.08
H 2.6024 5.0685 3.2398 0.08
H 1.0875 4.6209 4.0605 0.08
H 1.3917 6.4471 1.6230 0.14
H -0.3250 3.9610 1.9885 0.08
H 1.2829 3.8706 1.2849 0.08
H -0.0173 4.7817 0.4744 0.05
H -0.8257 6.0000 3.2901 0.08
C -0.6636 0.2063 1.3638 -0.04
C -0.0946 -0.2739 0.0412 -0.47
C 1.4086 -0.4678 0.0683 -0.05
O -0.7449 -1.4815 -0.3897 -0.09
H -1.7493 0.0961 1.3762 0.09
H -0.4926 1.2857 1.4645 0.07
H -0.2263 -0.2609 2.2472 0.08
H -0.2821 0.4679 -0.7388 0.11
H 1.7212 -1.2826 0.7365 0.07
H 1.9109 0.4322 0.4283 0.08
H 1.7741 -0.7727 -0.9133 0.07
H -0.7114 -2.1052 0.3502 0.04
C -0.0819 -0.4380 -3.6650 -0.06
C -1.5852 -0.6709 -3.7483 -0.49
C -1.8891 -2.1012 -4.1424 -0.06
O -2.2411 -0.3345 -2.5240 -0.07
H 0.1343 0.5315 -3.2132 0.07
H 0.3443 -0.4345 -4.6738 0.08
H 0.4307 -1.2271 -3.1087 0.07
H -1.9721 0.0249 -4.4967 0.13
H -1.5008 -2.7770 -3.3772 0.08
H -1.4298 -2.3615 -5.1002 0.08
H -2.9635 -2.2609 -4.2372 0.08
H -1.7521 -0.7617 -1.8051 0.03
C -0.3471 4.2771 -2.5445 -0.06
C -1.8139 3.9115 -2.4418 -0.51
C -2.2439 3.5489 -1.0437 -0.06
O -2.5576 5.0149 -2.9465 -0.04
H -0.0834 5.1170 -1.8985 0.07
H -0.1050 4.5311 -3.5764 0.08
H 0.2832 3.4344 -2.2469 0.07
H -1.9650 3.0374 -3.0912 0.13
H -3.3008 3.2661 -1.0252 0.08
H -2.1396 4.3717 -0.3325 0.08
H -1.6660 2.7073 -0.6547 0.07
H -3.4677 4.7313 -3.0732 0.09
C -2.9055 -3.5419 1.0723 -0.05
C -1.9732 -3.6316 2.2554 -0.49
C -2.0078 -4.9934 2.9019 -0.06
O -0.6432 -3.3340 1.7981 -0.07
H -2.8394 -2.5774 0.5691 0.07
H -3.9366 -3.6722 1.4027 0.09
H -2.6854 -4.3252 0.3427 0.09
H -2.2808 -2.8853 2.9995 0.14
H -1.3076 -5.0322 3.7393 0.08
H -1.7490 -5.7663 2.1792 0.09
H -3.0047 -5.2053 3.2947 0.09
H -0.1024 -3.1126 2.5627 0.10
```

Computed properties:
Charge ... 0
HOMO energy ... -9.712 eV
Energy above the lowest of the compared OMol25 structures with the same formula, charge and spin ... 3.0 kcal per mole
Electronic energy ... -31729.5203 eV
Strongest force on any atom ... 0.895 eV Å⁻¹


3 unconnected molecules or ions with the total composition C18H49BrN9O4P2, computed with ωB97M-V/def2-TZVPD.

Geometry as XYZ:
```
83
Properties=species:S:1:pos:R:3:lowdin_charge:R:1
O 1.3070 -0.7784 2.4136 0.10
C 0.4825 -0.0342 2.8204 -0.25
C -0.8258 0.2607 2.1051 -0.11
N -0.9191 1.7334 1.9722 0.10
C -2.1663 2.3060 2.1275 -0.44
N -3.3570 1.6916 1.9765 0.08
C -4.1292 1.3654 3.2188 -0.18
C -5.2117 0.3370 2.9227 -0.16
C -6.1640 0.8126 1.8309 -0.25
O -5.7209 0.4248 0.5348 -0.07
N -2.1236 3.5826 2.4516 -0.33
Br -3.5705 4.6877 2.6232 0.89
H 0.6513 0.5158 3.7611 0.13
H -1.6672 -0.1601 2.6530 0.13
H -0.7328 -0.1879 1.1160 0.11
H -0.5730 1.9936 1.0450 0.16
H -3.2763 0.8738 1.3794 0.13
H -4.6460 2.2599 3.5626 0.08
H -3.4846 1.0176 4.0271 0.13
H -5.7900 0.2518 3.8446 0.13
H -4.7894 -0.6434 2.6911 0.12
H -6.2154 1.9015 1.8238 0.12
H -7.1792 0.4483 1.9993 0.12
H -5.6392 -0.5363 0.5397 0.08
H -1.2165 4.0040 2.6073 0.11
O -1.7021 -4.6755 0.1776 -0.27
P -1.7665 -3.9881 -1.1303 0.60
N -2.0622 -5.1590 -2.3228 -0.31
C -1.0604 -6.1809 -2.6080 -0.11
C -3.3843 -5.7581 -2.1359 -0.13
N -0.1758 -3.2615 -1.2288 -0.29
C 0.8900 -3.8112 -2.0503 -0.14
C 0.3584 -2.8537 0.0659 -0.16
N -2.5488 -2.7418 -1.8972 -0.33
C -2.7514 -2.6534 -3.3329 -0.09
C -2.8004 -1.5328 -1.1447 -0.14
H -1.4557 -6.8492 -3.3733 0.09
H -0.7906 -6.7810 -1.7307 0.10
H -0.1605 -5.7460 -3.0277 0.05
H -4.1522 -4.9805 -2.1131 0.07
H -3.4527 -6.3314 -1.2045 0.08
H -3.6106 -6.4168 -2.9735 0.09
H 1.2092 -4.8121 -1.7310 0.08
H 1.7569 -3.1496 -1.9949 0.08
H 0.6026 -3.8490 -3.1021 0.07
H 0.7979 -3.6864 0.6277 0.09
H -0.4256 -2.4236 0.6896 0.04
H 1.1214 -2.0860 -0.0782 0.07
H -1.8714 -2.9701 -3.8904 0.08
H -2.9532 -1.6121 -3.5857 0.09
H -3.6015 -3.2473 -3.6730 0.08
H -2.0229 -0.7756 -1.3277 0.08
H -2.8129 -1.7506 -0.0696 0.07
H -3.7683 -1.1002 -1.3978 0.08
O 2.0653 2.3512 -0.0617 -0.31
P 3.4167 2.9208 -0.3064 0.60
N 4.1856 1.9097 -1.4367 -0.31
C 4.5115 0.5313 -1.0895 -0.11
C 3.5021 1.9748 -2.7284 -0.13
N 4.1150 2.8303 1.3038 -0.29
C 5.0518 1.7864 1.6874 -0.14
C 3.1496 3.0556 2.3656 -0.16
N 4.1580 4.3161 -0.7503 -0.33
C 5.4515 4.3954 -1.4085 -0.09
C 3.6282 5.5650 -0.2166 -0.11
H 4.9638 0.0526 -1.9583 0.09
H 3.6375 -0.0598 -0.7853 0.09
H 5.2558 0.4853 -0.3035 0.05
H 3.4335 3.0107 -3.0689 0.07
H 2.4865 1.5633 -2.6833 0.08
H 4.0729 1.4222 -3.4739 0.09
H 4.6124 0.7800 1.6605 0.08
H 5.3952 1.9757 2.7061 0.08
H 5.9429 1.8024 1.0591 0.08
H 2.5474 2.1620 2.5921 0.06
H 2.4605 3.8592 2.1015 0.06
H 3.6768 3.3615 3.2715 0.09
H 6.1676 3.6899 -0.9906 0.08
H 5.8421 5.4016 -1.2610 0.09
H 5.3876 4.2192 -2.4836 0.08
H 4.1905 5.8887 0.6659 0.09
H 2.5820 5.4467 0.0744 0.07
H 3.6601 6.3576 -0.9651 0.09
```

Computed properties:
Charge ... +1
HOMO energy ... -10.006 eV
Electronic energy ... -129674.1374 eV
Strongest force on any atom ... 4.627 eV Å⁻¹